Here is a 9-piece molecular cluster, C32H88N6O13 overall from OMol25. Energies are from ωB97M-V with the def2-TZVPD basis set.

As for the HOMO-LUMO gap: 8.91 eV. As for the SMILES: COC[C@H](C)N.COC[C@H](C)N.COC[C@H](C)N.COC[C@H](C)N.COC[C@H](C)N.COCCNCCOC.OCCO.OCCO.OCCO. As for the total energy: -2578.3429 Ha. Its relative energy (zero: lowest compared OMol25 entry of this formula, charge and spin) is 0.0 kJ/mol. The HOMO energy is -8.8 eV.

Structure (XYZ):
```
139
C32H88N6O13 (ωB97M-V with the def2-TZVPD basis set)
C 21.7195 16.6257 -5.5388
O 22.3316 15.6625 -4.7361
C 21.3440 14.7349 -4.2773
C 22.0141 13.5838 -3.4048
N 22.7684 12.6687 -4.2341
C 23.3377 11.5708 -3.4528
C 24.1299 10.5505 -4.2845
O 25.2493 11.0325 -4.9424
C 26.0288 9.9732 -5.5339
H 21.2625 16.2259 -6.4440
H 22.5530 17.2268 -5.9024
H 21.0058 17.2838 -5.0432
H 20.9463 14.2616 -5.1750
H 20.5305 15.2101 -3.7291
H 21.2325 13.1434 -2.7858
H 22.5630 14.1453 -2.6487
H 23.5839 13.1951 -4.5132
H 22.5163 11.0510 -2.9598
H 24.0566 12.0866 -2.8162
H 23.4666 10.2114 -5.0803
H 24.2420 9.6481 -3.6835
H 26.9963 10.4368 -5.7262
H 25.7217 9.6601 -6.5317
H 26.1993 9.0580 -4.9669
C 25.1249 0.1690 2.4826
C 26.6095 0.1083 2.7604
O 27.1938 1.3591 3.0446
O 24.5875 -1.1166 2.1925
H 24.9147 0.8488 1.6570
H 24.5452 0.5674 3.3152
H 27.0952 -0.2482 1.8521
H 26.7508 -0.6387 3.5416
H 28.1497 1.2775 3.0792
H 23.9018 -0.9683 1.5372
C 28.7881 8.1909 0.5700
C 28.3199 7.1467 1.5892
O 27.4350 6.1403 1.1054
O 29.7797 9.0842 1.0839
H 27.8978 8.7918 0.3845
H 29.0955 7.6867 -0.3462
H 27.8747 7.5609 2.4938
H 29.2312 6.5993 1.8300
H 27.4671 5.3356 1.6279
H 30.5195 8.5653 1.4080
C 34.5412 14.1076 4.3284
C 33.0098 14.1262 4.1281
O 32.6212 15.3307 3.5508
O 34.9717 12.9690 5.0130
H 34.9249 15.0377 4.7476
H 34.9479 14.0381 3.3195
H 32.5633 14.0340 5.1182
H 32.6172 13.2876 3.5530
H 32.5197 15.9762 4.2541
H 34.6969 13.0450 5.9296
C 21.5203 8.9067 3.0582
C 21.0004 7.5423 2.6359
C 19.4572 7.5100 2.4315
O 18.7874 7.8854 3.6121
C 17.4282 7.3761 3.6476
N 21.6417 7.2188 1.3810
H 22.6029 8.7810 3.0733
H 21.1481 9.2107 4.0366
H 21.2771 9.7351 2.3928
H 21.1619 6.8319 3.4467
H 19.2049 6.4970 2.1180
H 19.1333 8.2013 1.6535
H 17.3405 6.3365 3.3318
H 16.7253 7.9435 3.0375
H 17.0160 7.5069 4.6481
H 21.3849 6.2645 1.1721
H 22.6207 7.0779 1.5851
C 33.2024 16.2117 -7.1165
C 32.6716 17.2228 -6.0593
C 32.7760 16.6170 -4.6517
O 31.7898 15.6026 -4.4904
C 31.7292 15.2405 -3.0623
N 33.4340 18.4270 -6.1516
H 32.5200 15.3820 -7.3009
H 34.1004 15.7159 -6.7478
H 33.5072 16.6129 -8.0830
H 31.6282 17.4749 -6.2486
H 32.6492 17.4223 -3.9280
H 33.8197 16.3167 -4.5592
H 31.0375 14.4184 -2.8783
H 31.3779 16.0645 -2.4413
H 32.6952 14.8214 -2.7808
H 32.8935 19.0795 -5.6019
H 33.4860 18.8257 -7.0780
C 36.0020 7.0921 4.9096
C 34.5426 7.1942 4.2903
C 33.4069 7.2290 5.3674
O 33.2523 6.0393 6.0602
C 32.3131 6.0997 7.1229
N 34.4434 8.3535 3.4261
H 36.2063 7.8562 5.6596
H 36.7848 7.0724 4.1513
H 36.0006 6.1488 5.4558
H 34.4552 6.2911 3.6863
H 32.5177 7.5557 4.8282
H 33.5747 8.0910 6.0130
H 32.6147 6.9230 7.7705
H 32.2917 5.1851 7.7155
H 31.2755 6.2495 6.8245
H 34.7459 9.1234 4.0055
H 35.1856 8.2175 2.7548
C 32.7987 0.0541 0.9591
C 32.9503 1.5704 1.1695
C 32.2409 2.4362 0.1678
O 32.9201 2.4343 -1.1027
C 32.2971 3.2735 -1.9819
N 32.3196 1.7543 2.4630
H 33.2343 -0.5803 1.7310
H 33.2016 -0.2233 -0.0149
H 31.7443 -0.2185 0.9131
H 34.0098 1.7845 1.3098
H 32.2813 3.4582 0.5445
H 31.1914 2.1516 0.0921
H 32.6343 3.1248 -3.0077
H 32.4966 4.2867 -1.6331
H 31.2229 3.0958 -1.9299
H 32.5456 2.6344 2.9040
H 32.7046 1.0565 3.0836
C 25.7178 2.8726 10.2967
C 24.8232 3.8041 11.0897
C 24.3885 5.0793 10.3272
O 25.4911 5.8279 9.7975
C 25.0585 6.8840 8.9335
N 23.7023 2.9872 11.5439
H 25.0913 2.5295 9.4734
H 26.0384 1.9521 10.7844
H 26.5178 3.4539 9.8382
H 25.3373 4.0521 12.0183
H 23.6923 5.7159 10.8733
H 23.9061 4.6894 9.4309
H 24.7302 6.6045 7.9324
H 25.8567 7.6240 8.8748
H 24.1423 7.3075 9.3448
H 23.1225 2.7280 10.7586
H 23.1197 3.4644 12.2170
```

These are the Löwdin partial charges, in e, on atoms 1 to 99:
1 C -0.147
2 O -0.187
3 C -0.202
4 C -0.214
5 N -0.064
6 C -0.197
7 C -0.268
8 O -0.166
9 C -0.096
10 H 0.085
11 H 0.088
12 H 0.086
13 H 0.111
14 H 0.113
15 H 0.111
16 H 0.110
17 H 0.109
18 H 0.123
19 H 0.120
20 H 0.118
21 H 0.116
22 H 0.084
23 H 0.081
24 H 0.085
25 C -0.258
26 C -0.261
27 O -0.063
28 O -0.065
29 H 0.119
30 H 0.117
31 H 0.120
32 H 0.121
33 H 0.085
34 H 0.082
35 C -0.241
36 C -0.252
37 O -0.077
38 O -0.059
39 H 0.119
40 H 0.119
41 H 0.120
42 H 0.109
43 H 0.081
44 H 0.078
45 C -0.265
46 C -0.268
47 O -0.056
48 O -0.060
49 H 0.118
50 H 0.121
51 H 0.112
52 H 0.126
53 H 0.089
54 H 0.084
55 C -0.066
56 C -0.453
57 C -0.221
58 O -0.184
59 C -0.090
60 N 0.033
61 H 0.071
62 H 0.075
63 H 0.082
64 H 0.134
65 H 0.111
66 H 0.128
67 H 0.080
68 H 0.079
69 H 0.082
70 H 0.067
71 H 0.070
72 C -0.055
73 C -0.452
74 C -0.233
75 O -0.175
76 C -0.075
77 N 0.021
78 H 0.073
79 H 0.071
80 H 0.067
81 H 0.131
82 H 0.114
83 H 0.122
84 H 0.079
85 H 0.083
86 H 0.084
87 H 0.071
88 H 0.073
89 C -0.058
90 C -0.411
91 C -0.237
92 O -0.173
93 C -0.099
94 N 0.025
95 H 0.070
96 H 0.067
97 H 0.065
98 H 0.128
99 H 0.115



Here is a 8-piece molecular cluster, C32H88N8O8 overall from OMol25. Energies are from ωB97M-V with the def2-TZVPD basis set.

As for the HOMO-LUMO gap (alpha / beta): 1.50 / 8.55 eV. Its charge is -1. The spin multiplicity is 2. As for the total energy: -2311.6897 Ha. Its relative energy (zero: lowest compared OMol25 entry of this formula, charge and spin) is 39.2 kJ/mol. The HOMO energy (alpha / beta) is 0.6 / -6.4 eV.

Structure (XYZ):
```
136
C32H88N8O8 (ωB97M-V with the def2-TZVPD basis set)
C 0.6566 1.9882 -4.6370
C -0.3328 3.0912 -4.2614
C 0.1836 4.2428 -3.3603
O 0.6736 3.6875 -2.1676
C 1.0860 4.8023 -1.3768
N -0.7914 3.5236 -5.5868
H 1.3116 1.6189 -3.8480
H 1.2636 2.1964 -5.5181
H 0.0742 1.1228 -4.9533
H -1.1006 2.5720 -3.6876
H -0.5951 4.9925 -3.2199
H 0.9405 4.7723 -3.9390
H 1.7352 5.5581 -1.8189
H 1.5457 4.2835 -0.5356
H 0.2041 5.3256 -1.0072
H -0.0106 4.0000 -6.0153
H -1.4869 4.2552 -5.6189
C 5.1813 -1.9963 2.4534
C 4.8902 -1.6891 3.9329
C 3.7562 -0.6827 4.0347
O 4.0674 0.5010 3.3456
C 3.1330 1.5092 3.6366
N 4.4663 -2.9366 4.5627
H 4.2974 -2.4634 2.0191
H 6.0174 -2.6918 2.3809
H 5.4412 -1.0982 1.8930
H 5.7975 -1.3792 4.4514
H 3.4519 -0.4852 5.0626
H 2.8958 -1.1417 3.5477
H 3.3302 2.5125 3.2591
H 2.9846 1.5736 4.7145
H 2.2060 1.2677 3.1166
H 4.0300 -2.8219 5.4664
H 3.7180 -3.2936 3.9860
C -1.7557 -3.8671 -0.1819
C -2.5841 -3.7008 -1.4039
C -4.0498 -3.3059 -1.0879
O -4.0907 -2.0278 -0.3297
C -5.4463 -1.4859 -0.2981
N -1.9773 -2.6966 -2.2895
H -1.5242 -2.8926 0.2482
H -0.8061 -4.2919 -0.5075
H -2.0404 -4.6317 0.5409
H -2.4886 -4.6251 -1.9736
H -4.4879 -4.1182 -0.5081
H -4.5538 -3.2479 -2.0526
H -6.0857 -2.1802 0.2470
H -5.8681 -1.4204 -1.3011
H -5.6860 -0.5940 0.2807
H -0.9985 -2.6941 -2.0403
H -2.1454 -1.7453 -1.9950
C -0.6106 -2.3655 3.1515
C -0.2378 -3.8004 3.4963
C 1.2420 -4.1359 3.8507
O 2.2743 -3.6451 2.9695
C 2.2861 -4.2584 1.7091
N -1.1499 -4.2912 4.4702
H -1.6775 -2.1488 3.2047
H -0.1734 -2.1676 2.1728
H -0.1069 -1.6883 3.8412
H -0.4427 -4.3759 2.5936
H 1.3375 -5.1979 4.0767
H 1.5197 -3.6819 4.8020
H 3.0225 -3.8361 1.0254
H 1.3081 -4.2581 1.2278
H 2.5452 -5.3172 1.7017
H -2.1151 -4.0737 4.2674
H -0.9514 -3.8522 5.3579
C -3.3288 3.7932 -1.4882
C -4.0045 2.5015 -1.0723
C -3.6552 1.3887 -2.0428
O -4.3821 1.4894 -3.2205
C -4.0728 0.4977 -4.1667
N -3.5870 2.2962 0.2897
H -3.6157 4.6519 -0.8812
H -3.6655 4.1285 -2.4692
H -2.2393 3.7680 -1.4666
H -5.0809 2.6721 -1.0881
H -3.9374 0.4824 -1.5071
H -2.6036 1.2774 -2.3074
H -4.1402 -0.5081 -3.7519
H -3.0478 0.7276 -4.4577
H -4.7571 0.5915 -5.0099
H -4.1778 1.5362 0.5954
H -3.8064 3.1135 0.8410
C -1.4325 5.3655 1.5918
C -0.5434 4.8894 2.7402
C -1.3329 4.0011 3.7550
O -0.4734 3.3306 4.6164
C -1.1651 2.3919 5.4149
N 0.5493 4.2012 2.0360
H -0.9857 6.2228 1.0884
H -2.3440 5.7607 2.0403
H -1.6865 4.5372 0.9304
H -0.2482 5.7098 3.3943
H -1.9138 3.2990 3.1570
H -2.0061 4.6906 4.2644
H -2.1541 2.2144 4.9925
H -1.2305 2.7762 6.4328
H -0.6871 1.4213 5.5472
H 0.0588 3.4446 1.5810
H 1.0670 3.8547 2.8310
C -0.5020 0.6108 1.7469
C 0.1226 1.1550 0.3958
C -0.0306 0.2760 -0.8556
O 0.6991 -1.0124 -0.8380
C 2.0750 -0.9950 -0.3856
N -0.5686 2.4185 0.1929
H -1.5059 0.2089 1.6103
H -0.5195 1.2462 2.6323
H 0.1280 -0.2303 2.0362
H 1.1335 1.5033 0.6074
H 0.4909 0.8432 -1.6266
H -1.0693 0.1382 -1.1562
H 2.6604 -1.8756 -0.6501
H 2.0885 -1.0200 0.7041
H 2.6985 -0.1524 -0.6846
H -0.2779 2.9000 -0.6460
H -1.5650 2.3095 0.0692
C 1.3412 -4.0646 -2.7235
C 1.7829 -2.9565 -3.7514
C 3.3094 -2.6178 -3.7288
O 3.5918 -1.5366 -4.6407
C 4.8920 -0.8672 -4.3470
N 1.3944 -3.3252 -5.1427
H 1.9254 -4.9848 -2.7260
H 0.3284 -4.3801 -2.9741
H 1.4159 -3.6442 -1.7206
H 1.1753 -2.0746 -3.5487
H 3.9017 -3.5013 -3.9670
H 3.5614 -2.3272 -2.7089
H 5.0255 -0.6058 -3.2973
H 5.0142 0.0572 -4.9114
H 5.7772 -1.4157 -4.6690
H 1.8360 -2.5228 -5.5684
H 1.7971 -4.1734 -5.5149
```

These are the Löwdin partial charges, in e, on atoms 1 to 99:
1 C -0.068
2 C -0.406
3 C -0.227
4 O -0.208
5 C -0.100
6 N 0.030
7 H 0.065
8 H 0.071
9 H 0.075
10 H 0.116
11 H 0.120
12 H 0.119
13 H 0.090
14 H 0.080
15 H 0.078
16 H 0.060
17 H 0.064
18 C -0.042
19 C -0.411
20 C -0.228
21 O -0.178
22 C -0.108
23 N 0.038
24 H 0.046
25 H 0.076
26 H 0.076
27 H 0.132
28 H 0.118
29 H 0.114
30 H 0.085
31 H 0.086
32 H 0.074
33 H 0.062
34 H 0.017
35 C -0.086
36 C -0.434
37 C -0.164
38 O -0.246
39 C -0.219
40 N 0.061
41 H 0.079
42 H 0.058
43 H 0.080
44 H 0.130
45 H 0.111
46 H 0.110
47 H 0.055
48 H 0.067
49 H 0.022
50 H 0.023
51 H 0.046
52 C -0.079
53 C -0.461
54 C -0.145
55 O -0.234
56 C -0.107
57 N 0.021
58 H 0.067
59 H 0.050
60 H 0.075
61 H 0.109
62 H 0.124
63 H 0.116
64 H 0.075
65 H 0.077
66 H 0.090
67 H 0.062
68 H 0.063
69 C -0.082
70 C -0.474
71 C -0.225
72 O -0.192
73 C -0.095
74 N 0.038
75 H 0.065
76 H 0.077
77 H 0.055
78 H 0.108
79 H 0.102
80 H 0.103
81 H 0.080
82 H 0.080
83 H 0.088
84 H 0.016
85 H 0.029
86 C -0.085
87 C -0.409
88 C -0.256
89 O -0.194
90 C -0.154
91 N 0.053
92 H 0.070
93 H 0.063
94 H 0.043
95 H 0.126
96 H 0.107
97 H 0.116
98 H 0.058
99 H 0.076



> Among the records above, which one has the lowest relative energy (zero: lowest compared OMol25 entry of this formula, charge and spin)?

C32H88N6O13



> Among the records above, which one has the lowest relative energy (zero: lowest compared OMol25 entry of this formula, charge and spin)?

C32H88N6O13



> Number 2 is which compound?

C32H88N8O8